# 1
A molecular structure, C3H2AlO2 in a non-equilibrium geometry, computed with the ωB97M-V functional and the def2-TZVPD basis.

Geometry as XYZ:
```
8
Properties=species:S:1:pos:R:3
O 0.146 1.420 0.564
C 0.741 0.270 0.561
C 0.350 -0.862 -0.070
O -0.832 -0.926 -0.848
C -1.648 -0.025 -1.091
Al -1.412 1.690 -0.009
H 1.734 0.215 1.030
H 0.922 -1.781 -0.138
```

E, a.u.: -507.501373
Expectation value of S²: 0.782
Multiplicity: 2
Net charge: +2
Lowest unoccupied orbital energy (alpha / beta), eV: -13.896 / -14.302
HOMO level (alpha / beta), eV: -20.34 / -20.34

Atom charges from the Mulliken analysis, given in e for atoms 1 to 2: -0.16, 0.06

# 2
2 unconnected molecules or ions with the total composition C3H2Br2F2 in a non-equilibrium geometry, computed with the ωB97M-V functional and the def2-TZVPD basis.

Geometry as XYZ:
```
9
Properties=species:S:1:pos:R:3
C 1.113 -1.138 0.990
C 0.482 -1.709 0.006
C -1.427 -0.225 -1.186
F -2.304 -0.337 -0.244
F -1.710 -1.002 -2.245
Br 2.776 -1.850 2.025
Br 0.912 -3.356 -0.803
H 0.707 -0.173 1.516
H -0.905 0.679 -1.337
```

E, a.u.: -5463.088717
Net charge: 0
Lowest unoccupied orbital energy (alpha / beta), eV: -1.825 / -0.331
HOMO level (alpha / beta), eV: -9.03 / -9.34

Atom charges from the Mulliken analysis, given in e for atoms 1 to 2: -0.28, 0.04

# 3
A molecular structure, C3H2Br3F in a non-equilibrium geometry, computed with the ωB97M-V functional and the def2-TZVPD basis.

Geometry as XYZ:
```
9
Properties=species:S:1:pos:R:3
C 1.617 -0.049 -0.202
C 0.557 -0.748 0.085
C -1.308 0.478 0.226
F -1.684 0.295 1.495
Br 0.064 -2.506 0.078
Br -0.841 2.295 -0.072
Br -2.561 -0.288 -0.974
H 2.571 -0.508 -0.422
H 1.586 1.029 -0.214
```

E, a.u.: -7937.196175
Expectation value of S²: 2.014
Multiplicity: 3
Net charge: 0
Lowest unoccupied orbital energy (alpha / beta), eV: 0.427 / -2.740
HOMO level (alpha / beta), eV: -6.76 / -9.82

Atom charges from the Mulliken analysis, given in e for atoms 1 to 2: -0.46, 0.13

# 4
A single C3H2Br3F4N3 molecule in a non-equilibrium geometry, computed with the ωB97M-V functional and the def2-TZVPD basis.

Geometry as XYZ:
```
15
Properties=species:S:1:pos:R:3
F 0.780 0.410 2.432
N 0.211 0.631 1.166
C -0.943 -0.134 1.057
Br -2.404 0.587 2.307
N -1.336 0.030 -0.329
C -0.423 -0.213 -1.309
F -0.044 -1.613 -1.345
Br -1.159 0.104 -3.160
N 0.751 0.496 -1.055
F 1.757 0.209 -1.969
C 1.261 0.301 0.250
F 1.740 -1.019 0.535
Br 2.697 1.578 0.333
H -0.590 -1.209 1.443
H -2.299 -0.158 -0.357
```

E, a.u.: -8401.107605
SMILES: FN1[C@@H](Br)N[C@@](F)(Br)N(F)[C@@]1(F)Br
Net charge: 0
Lowest unoccupied orbital energy, eV: -0.626
HOMO level, eV: -10.99

Atom charges from the Mulliken analysis, given in e for atoms 1 to 2: -0.18, -0.04

# 5
A single C3H2BrCl2F molecule in a non-equilibrium geometry, computed with the ωB97M-V functional and the def2-TZVPD basis.

Geometry as XYZ:
```
9
Properties=species:S:1:pos:R:3
C 1.245 0.905 0.462
C 0.493 -0.011 -0.133
C -1.144 -0.482 -0.013
F -1.798 0.463 0.832
Cl -1.931 -0.272 -1.690
Cl -1.395 -2.016 0.595
Br 1.226 -1.125 -1.413
H 2.306 0.857 0.230
H 0.998 1.680 1.130
```

E, a.u.: -3709.564758
Expectation value of S²: 2.008
Multiplicity: 3
Net charge: 0
Lowest unoccupied orbital energy (alpha / beta), eV: 0.566 / -3.085
HOMO level (alpha / beta), eV: -6.21 / -11.00

Atom charges from the Mulliken analysis, given in e for atoms 1 to 2: -1.08, 0.36

# 6
2 unconnected molecules or ions with the total composition C3H2BrClF2 in a non-equilibrium geometry, computed with the ωB97M-V functional and the def2-TZVPD basis.

Geometry as XYZ:
```
9
Properties=species:S:1:pos:R:3
C -0.232 0.038 0.073
C -1.404 0.573 0.260
C -1.513 2.612 -0.683
F -2.093 3.390 0.236
F -2.319 2.523 -1.740
Cl 0.095 3.112 -1.069
Br -3.021 0.046 0.918
H 0.005 -0.968 0.392
H 0.563 0.594 -0.399
```

E, a.u.: -3349.338380
Net charge: 0
Lowest unoccupied orbital energy, eV: 0.139
HOMO level, eV: -9.52

Atom charges from the Mulliken analysis, given in e for atoms 1 to 2: -0.38, 0.03

> The lowest E belongs to which entry?

C3H2Br3F4N3